(1)
Entry from the Open Molecules 2025 dataset: a molecular structure, C12H15AuN2O7 (ωB97M-V/def2-TZVPD).

Last column: natural (NBO) charge in e.
Element x y z (Å)
Au  -0.13  -0.40  -0.41  1.40
O  2.85  2.39  -1.96  -0.64
C  2.14  1.73  -1.24  0.82
O  1.82  0.55  -1.21  -0.84
C  1.55  2.63  0.03  -0.39
C  1.49  1.79  1.31  0.08
C  1.34  2.77  2.49  -0.42
C  -0.13  3.20  2.33  -0.42
C  -0.54  2.40  1.08  0.07
O  0.19  1.19  1.26  -0.51
C  0.13  3.06  -0.13  -0.38
C  -0.59  2.58  -1.55  0.82
O  -0.64  3.46  -2.36  -0.64
O  -1.00  1.42  -1.54  -0.84
H  2.26  3.45  0.07  0.24
H  2.25  1.02  1.42  0.22
H  2.04  3.60  2.43  0.23
H  1.49  2.24  3.43  0.21
H  -0.26  4.27  2.19  0.23
H  -0.73  2.88  3.18  0.21
H  -1.61  2.18  0.97  0.22
H  0.00  4.14  -0.18  0.24
C  -0.61  -4.49  -1.97  -0.68
C  -0.68  -3.18  -1.26  0.26
N  -0.42  -2.06  -1.83  -0.15
O  0.00  -2.06  -3.14  -0.50
C  -1.08  -3.14  0.11  0.07
C  -1.73  -4.33  0.77  -0.66
N  -0.87  -2.05  0.78  0.05
O  -1.14  -1.84  1.98  -0.34
H  0.05  -4.40  -2.83  0.26
H  -1.60  -4.76  -2.33  0.26
H  -0.25  -5.27  -1.31  0.25
H  0.08  -1.12  -3.39  0.52
H  -2.43  -4.81  0.08  0.23
H  -2.26  -3.99  1.66  0.26
H  -0.99  -5.07  1.07  0.24

Output
multiplicity: 1
lowest unoccupied orbital energy (alpha / beta): -0.145 / -0.145 Ha
E_tot: -1237.89804 Ha
net charge: 0

***

(2)
Entry from the Open Molecules 2025 dataset: a single C2H4N4 molecule (ωB97M-V/def2-TZVPD).

Last column: natural (NBO) charge in e.
Element x y z (Å)
C  -2.44  -0.51  -0.48  0.10
C  0.85  0.51  -0.01  -0.42
N  -1.34  0.87  0.73  -0.04
N  -2.52  0.46  0.45  -0.28
N  -1.16  -0.75  -0.76  -0.27
N  -0.54  0.13  0.06  0.01
H  -3.28  -1.01  -0.75  0.20
H  1.37  -0.19  0.65  0.22
H  1.18  0.14  -0.96  0.23
H  0.77  1.52  0.19  0.24

Output
multiplicity: 1
lowest unoccupied orbital energy: 0.037 Ha
SMILES string: Cn1ncnn1
energy above the lowest of the compared OMol25 structures with the same formula, charge and spin: 2.017 eV
E_tot: -297.57018 Ha
net charge: 0

***

(3)
Entry from the Open Molecules 2025 dataset: 9 unconnected molecules or ions with the total composition C63H126F2N6O13 (ωB97M-V/def2-TZVPD).

Last column: Löwdin charge in e.
Element x y z (Å)
C  9.62  -1.22  -3.81  -0.01
C  8.29  -2.13  -3.75  -0.48
C  7.44  -1.69  -4.94  -0.14
C  7.77  -2.41  -6.26  -0.19
C  7.62  -3.88  -5.98  -0.14
C  8.63  -4.42  -4.89  -0.46
N  8.47  -3.58  -3.66  -0.13
O  9.27  -3.91  -2.58  -0.01
C  8.07  -5.81  -4.44  -0.03
C  10.08  -4.46  -5.41  -0.02
C  7.42  -1.80  -2.53  -0.05
H  9.51  -0.21  -3.43  0.08
H  10.04  -1.24  -4.81  0.07
H  10.33  -1.70  -3.13  0.06
H  6.39  -1.75  -4.66  0.12
H  7.74  -0.69  -5.25  0.11
H  8.77  -2.16  -6.63  0.10
H  7.14  -2.12  -7.10  0.11
H  7.83  -4.41  -6.91  0.12
H  6.60  -4.07  -5.65  0.12
H  7.97  -6.54  -5.25  0.08
H  8.75  -6.24  -3.71  0.07
H  7.11  -5.66  -3.94  0.08
H  10.05  -5.01  -6.35  0.08
H  10.36  -3.45  -5.73  0.07
H  10.75  -4.94  -4.71  0.08
H  6.45  -2.28  -2.38  0.09
H  7.39  -0.73  -2.32  0.08
H  7.90  -2.21  -1.64  0.07
H  10.18  -3.78  -2.85  0.08
C  -9.53  2.08  -4.65  -0.04
C  -8.25  2.90  -5.06  -0.44
C  -8.00  2.70  -6.67  -0.11
C  -8.84  3.62  -7.58  -0.16
C  -8.70  5.10  -7.11  -0.15
C  -8.99  5.34  -5.67  -0.52
N  -8.37  4.33  -4.75  -0.12
O  -8.46  4.59  -3.40  0.00
C  -8.58  6.73  -5.30  -0.05
C  -10.53  5.31  -5.44  -0.03
C  -7.07  2.22  -4.31  -0.05
H  -9.37  1.02  -4.45  0.08
H  -10.36  2.28  -5.34  0.06
H  -9.89  2.37  -3.66  0.07
H  -6.97  2.94  -6.93  0.11
H  -8.16  1.66  -6.96  0.11
H  -9.84  3.21  -7.43  0.10
H  -8.50  3.59  -8.61  0.11
H  -9.33  5.78  -7.67  0.12
H  -7.68  5.44  -7.34  0.12
H  -8.93  7.47  -6.02  0.09
H  -8.98  7.02  -4.32  0.08
H  -7.51  6.78  -5.13  0.09
H  -10.78  5.77  -4.49  0.07
H  -10.98  6.06  -6.09  0.08
H  -11.00  4.32  -5.54  0.07
H  -7.29  2.19  -3.24  0.08
H  -6.11  2.73  -4.40  0.08
H  -6.89  1.22  -4.70  0.08
H  -9.36  4.37  -3.14  0.08
C  6.09  9.53  -1.61  -0.02
C  6.25  8.73  -0.25  -0.46
C  5.22  9.39  0.74  -0.14
C  3.78  8.92  0.48  -0.17
C  3.72  7.38  0.62  -0.14
C  4.64  6.71  -0.38  -0.50
N  5.99  7.25  -0.31  -0.14
O  6.89  6.64  -1.14  0.00
C  4.74  5.23  0.06  -0.05
C  4.00  6.79  -1.80  -0.02
C  7.69  8.96  0.32  -0.03
H  6.50  10.53  -1.47  0.08
H  5.11  9.39  -2.06  0.07
H  6.83  9.07  -2.26  0.07
H  5.53  9.07  1.74  0.11
H  5.36  10.47  0.69  0.11
H  3.36  9.33  -0.44  0.10
H  3.23  9.36  1.32  0.10
H  2.70  6.98  0.64  0.12
H  4.04  7.13  1.62  0.12
H  4.90  4.58  -0.80  0.07
H  5.50  4.97  0.80  0.08
H  3.87  4.77  0.52  0.08
H  3.21  7.54  -1.91  0.07
H  4.77  6.97  -2.55  0.08
H  3.45  5.89  -2.07  0.07
H  7.74  10.05  0.41  0.08
H  8.45  8.49  -0.30  0.07
H  7.83  8.48  1.29  0.08
H  7.34  6.07  -0.52  0.11
C  3.76  -8.32  2.18  -0.02
C  4.51  -8.64  0.79  -0.46
C  4.57  -10.19  0.63  -0.15
C  3.26  -10.74  0.08  -0.20
C  2.95  -10.15  -1.29  -0.13
C  2.74  -8.58  -1.24  -0.45
N  3.86  -7.99  -0.43  -0.12
O  3.76  -6.64  -0.26  -0.02
C  2.70  -8.07  -2.74  -0.04
C  1.39  -8.30  -0.61  -0.05
C  5.90  -8.10  0.89  -0.06
H  2.70  -8.55  2.11  0.06
H  3.87  -7.25  2.39  0.07
H  4.26  -8.81  3.02  0.07
H  5.41  -10.47  0.00  0.11
H  4.63  -10.72  1.58  0.11
H  2.51  -10.39  0.79  0.09
H  3.35  -11.83  0.14  0.11
H  2.11  -10.72  -1.69  0.12
H  3.84  -10.43  -1.85  0.11
H  3.62  -8.13  -3.32  0.07
H  2.10  -8.65  -3.43  0.08
H  2.39  -7.03  -2.79  0.07
H  1.30  -7.29  -0.23  0.08
H  0.54  -8.54  -1.26  0.09
H  1.20  -8.82  0.33  0.06
H  6.44  -8.40  -0.01  0.09
H  6.38  -8.61  1.73  0.09
H  5.89  -7.01  0.96  0.08
H  4.61  -6.31  -0.56  0.10
C  2.89  -2.19  6.94  -0.02
C  1.83  -1.38  6.04  -0.46
C  0.51  -1.09  6.88  -0.12
C  0.65  0.06  7.91  -0.19
C  1.08  1.27  7.14  -0.18
C  2.37  1.16  6.35  -0.49
N  2.34  -0.07  5.50  -0.11
O  3.38  -0.20  4.57  0.00
C  2.36  2.44  5.52  -0.04
C  3.64  1.17  7.24  -0.02
C  1.40  -2.30  4.95  -0.08
H  3.85  -2.19  6.43  0.07
H  2.56  -3.23  7.03  0.08
H  3.01  -1.70  7.91  0.06
H  -0.40  -1.04  6.28  0.12
H  0.37  -1.97  7.51  0.11
H  1.39  -0.22  8.67  0.11
H  -0.32  0.19  8.38  0.11
H  1.09  2.05  7.90  0.12
H  0.21  1.56  6.55  0.13
H  3.36  2.40  5.08  0.07
H  1.63  2.50  4.71  0.09
H  2.33  3.34  6.13  0.09
H  4.55  1.39  6.68  0.08
H  3.52  1.92  8.02  0.09
H  3.92  0.28  7.81  0.07
H  0.86  -3.17  5.30  0.09
H  2.30  -2.66  4.44  0.08
H  0.73  -1.84  4.22  0.08
H  4.13  -0.12  5.16  0.08
C  -7.64  -0.93  8.01  -0.01
C  -8.74  -0.18  7.16  -0.48
C  -8.79  1.28  7.67  -0.17
C  -7.61  2.11  7.23  -0.19
C  -7.56  2.17  5.68  -0.12
C  -7.47  0.73  5.11  -0.44
N  -8.48  -0.18  5.71  -0.15
O  -8.52  -1.45  5.24  0.00
C  -7.82  0.80  3.57  -0.05
C  -5.97  0.25  5.14  -0.03
C  -10.15  -0.73  7.42  -0.05
H  -6.69  -0.39  7.98  0.06
H  -7.52  -1.94  7.61  0.08
H  -7.95  -1.15  9.03  0.08
H  -9.64  1.87  7.33  0.12
H  -8.92  1.34  8.75  0.12
H  -6.68  1.76  7.69  0.10
H  -7.74  3.14  7.58  0.11
H  -6.61  2.67  5.51  0.11
H  -8.28  2.81  5.18  0.12
H  -7.35  1.49  2.86  0.08
H  -7.63  -0.19  3.15  0.07
H  -8.83  1.15  3.37  0.07
H  -5.90  -0.77  4.76  0.08
H  -5.34  0.79  4.44  0.08
H  -5.55  0.31  6.15  0.06
H  -10.96  -0.39  6.78  0.08
H  -10.52  -0.61  8.44  0.08
H  -10.15  -1.80  7.23  0.07
H  -9.38  -1.42  4.82  0.11
C  -4.69  -6.40  -4.66  -0.03
C  -4.17  -5.76  -5.93  -0.46
O  -3.21  -6.33  -6.48  0.02
C  -4.87  -4.50  -6.51  -0.02
H  -5.29  -7.20  -5.08  0.09
H  -5.31  -5.65  -4.16  0.07
H  -3.95  -6.79  -3.96  0.09
H  -4.73  -3.74  -5.74  0.08
H  -5.93  -4.69  -6.64  0.08
H  -4.36  -4.36  -7.46  0.08
C  -2.88  5.40  -1.42  -0.05
C  -2.65  6.92  -1.01  -0.31
O  -2.55  6.84  0.40  0.14
C  -2.90  5.62  0.84  -0.49
O  -2.95  5.30  2.04  0.11
O  -3.20  4.79  -0.20  0.06
F  -3.66  7.71  -1.33  0.09
H  -2.03  4.91  -1.90  0.13
H  -3.76  5.32  -2.05  0.14
H  -1.80  7.38  -1.51  0.16
C  0.70  -1.41  -0.65  -0.05
C  -0.04  -0.36  0.19  -0.33
O  -1.40  -0.89  0.15  0.15
C  -1.53  -1.76  -0.82  -0.61
O  -2.58  -2.13  -1.30  0.14
O  -0.36  -2.05  -1.26  0.10
F  0.03  0.79  -0.34  0.15
H  1.30  -2.08  -0.03  0.14
H  1.35  -1.01  -1.43  0.15
H  0.35  -0.34  1.21  0.17

Output
multiplicity: 1
lowest unoccupied orbital energy: 0.003 Ha
SMILES string: CC1(C)CCCC(C)(C)N1O.CC1(C)CCCC(C)(C)N1O.CC1(C)CCCC(C)(C)N1O.CC1(C)CCCC(C)(C)N1O.CC1(C)CCCC(C)(C)N1O.CC1(C)CCCC(C)(C)N1O.O=C1OC[C@@H](F)O1.O=C1OC[C@@H](F)O1.CC(C)=O
energy above the lowest of the compared OMol25 structures with the same formula, charge and spin: 0.000 eV
E_tot: -3981.98918 Ha
net charge: 0

***

(4)
Entry from the Open Molecules 2025 dataset: a molecular structure, C38H30IrN10O4S4Se (ωB97M-V/def2-TZVPD).

Last column: Löwdin charge in e.
Element x y z (Å)
Ir  -0.05  0.29  0.03  1.10
C  5.37  -1.10  0.43  -0.03
N  4.74  0.02  1.08  -0.12
C  5.34  0.95  1.86  -0.03
C  4.41  1.85  2.24  -0.03
N  3.19  1.46  1.69  0.02
C  3.42  0.31  0.97  -0.64
S  2.41  -0.64  0.04  0.77
C  2.03  2.23  1.84  -0.29
C  2.18  3.61  1.93  -0.03
C  1.07  4.38  2.23  -0.03
C  -0.14  3.75  2.47  -0.04
C  -0.20  2.38  2.32  -0.16
N  0.84  1.62  1.96  0.02
H  6.44  -1.07  0.63  0.10
H  5.20  -1.06  -0.64  0.09
H  4.96  -2.04  0.80  0.09
H  6.39  0.92  2.08  0.13
H  4.50  2.69  2.89  0.12
H  3.13  4.08  1.73  0.10
H  1.15  5.46  2.29  0.12
H  -1.02  4.31  2.76  0.11
H  -1.12  1.84  2.49  0.09
S  -0.46  -1.29  2.03  0.57
C  0.15  -2.62  1.08  -0.78
C  1.28  -3.33  1.43  -0.09
C  1.77  -4.32  0.57  -0.19
C  3.00  -4.93  0.88  -0.19
N  4.02  -5.37  1.14  0.18
C  1.06  -4.64  -0.61  -0.16
C  -0.09  -3.94  -0.95  -0.01
C  -0.52  -2.91  -0.13  -0.64
S  -1.90  -1.91  -0.48  0.90
C  1.54  -5.66  -1.46  -0.16
N  1.95  -6.48  -2.16  0.20
H  1.81  -3.09  2.34  0.12
H  -0.62  -4.18  -1.86  0.09
N  -8.89  2.94  5.50  0.17
C  -8.14  2.68  4.68  -0.19
C  -7.17  2.41  3.68  -0.23
C  -6.19  1.44  3.89  0.00
C  -5.19  1.25  2.96  0.01
C  -5.16  2.02  1.79  -0.16
C  -6.18  2.95  1.56  0.00
C  -7.17  3.15  2.49  -0.01
N  -4.10  1.89  0.89  0.00
C  -3.78  2.72  -0.16  -0.02
C  -2.61  2.27  -0.68  -0.11
N  -2.20  1.18  0.02  -0.08
C  -3.10  0.97  0.94  -0.18
H  -6.21  0.84  4.79  0.13
H  -4.43  0.52  3.17  0.11
H  -6.19  3.52  0.65  0.11
H  -7.95  3.88  2.30  0.13
H  -4.38  3.56  -0.45  0.11
H  -2.05  2.64  -1.51  0.10
H  -3.05  0.16  1.64  0.10
C  3.65  -5.90  -8.19  -0.05
C  2.38  -5.64  -7.44  -0.27
C  1.33  -4.95  -8.03  -0.03
C  0.17  -4.69  -7.32  -0.06
C  0.07  -5.12  -6.02  -0.29
C  1.09  -5.84  -5.42  -0.05
C  2.24  -6.10  -6.14  -0.02
S  -1.32  -4.58  -5.03  0.67
O  -2.56  -4.97  -5.61  -0.29
O  -1.07  -4.96  -3.66  -0.31
N  -1.21  -2.91  -5.19  -0.12
C  0.12  -2.36  -4.99  -0.24
C  0.08  -0.95  -4.41  -0.06
C  -0.44  -0.99  -2.96  -0.66
O  -1.54  -1.52  -2.77  -0.12
O  0.32  -0.49  -2.11  -0.17
H  3.77  -5.21  -9.02  0.08
H  3.64  -6.91  -8.58  0.09
H  4.51  -5.80  -7.53  0.08
H  1.43  -4.60  -9.05  0.11
H  -0.66  -4.15  -7.76  0.12
H  0.97  -6.17  -4.40  0.08
H  3.04  -6.64  -5.66  0.12
H  -1.86  -2.51  -4.52  0.09
H  0.62  -2.32  -5.96  0.12
H  0.71  -3.01  -4.33  0.13
H  -0.59  -0.32  -5.00  0.13
H  1.07  -0.51  -4.39  0.12
Se  3.23  3.24  -1.51  0.60
C  1.67  2.58  -1.14  -0.98
N  0.63  2.16  -0.83  -0.09

Output
multiplicity: 6
lowest unoccupied orbital energy (alpha / beta): -0.029 / -0.083 Ha
<S²>: 8.775
energy above the lowest of the compared OMol25 structures with the same formula, charge and spin: 1.776 eV
E_tot: -6412.99166 Ha
net charge: 0

***

The following largest force on an atom values (in eV/Å) correspond, in order, to the records above: 5.5, 4.7, 4.8, 1.6.